Density functional theory data (the ωB97M-V functional and the def2-TZVPD basis) for a molecular structure, C29H21BrClN3O2SeV at a distorted geometry.

```
59
Properties=species:S:1:pos:R:3:mulliken_charge:R:1
C -2.557 -0.671 -4.630 -0.859
H 6.963 -0.291 -1.090 0.384
H -2.294 2.669 -4.180 0.368
C 4.685 -0.496 -3.595 -0.709
C 2.386 0.553 -0.810 0.820
N 2.532 1.120 0.374 -1.284
C 3.626 0.162 -1.517 0.107
C -1.190 4.429 3.590 -0.092
C -0.923 -0.623 -1.222 -0.027
N 1.320 1.474 0.883 0.601
C -2.147 2.938 1.978 -0.288
C 0.144 2.864 2.342 0.749
O 1.250 0.405 -1.345 -0.488
H -1.486 -0.631 4.793 0.339
O 5.044 0.453 0.413 -0.704
H -2.927 -1.414 -5.330 0.312
H -3.218 -2.062 5.815 0.308
C -1.411 -3.207 2.614 -0.119
H -1.298 5.214 4.330 0.371
H 2.311 2.685 2.280 0.206
H -2.993 2.518 1.446 0.380
C -1.655 1.182 -2.802 0.522
C 5.914 -0.564 -2.951 -0.299
C -1.733 -2.496 -3.209 -0.926
H 2.583 -0.089 -3.344 0.489
Cl -2.661 0.173 0.636 -0.536
H 4.610 -0.712 -4.654 0.378
Se 0.326 -0.902 2.452 -0.330
H 0.927 4.208 3.845 0.358
H -0.307 -2.352 -0.148 0.153
Br -1.014 2.554 -1.619 -0.185
C -1.486 -0.178 -2.457 0.964
C -1.734 -1.585 4.346 -0.394
C 1.357 2.347 1.893 -0.904
H -3.174 1.001 -5.809 0.348
C -3.037 -3.615 4.346 -0.359
C -1.935 -1.120 -3.442 1.035
H 6.805 -0.850 -3.499 0.335
C -1.129 -2.912 -2.050 -0.891
C 6.009 -0.260 -1.602 -0.627
H -2.644 -4.954 2.713 0.318
H -3.297 4.390 3.053 0.351
C -0.750 -1.985 -1.068 -0.372
C -2.316 3.965 2.886 -0.909
H -3.801 -4.245 4.790 0.336
C -2.705 -2.394 4.918 -0.462
C 0.034 3.878 3.328 -1.138
C -2.216 1.610 -3.976 -0.694
N -0.968 2.385 1.704 0.355
H -0.905 -3.525 1.712 0.223
H 4.160 0.829 0.715 0.588
C 4.883 0.122 -0.876 0.380
C 3.557 -0.142 -2.874 -0.606
H -2.044 -3.209 -3.966 0.286
H -0.953 -3.971 -1.886 0.375
C -2.695 0.663 -4.896 -0.465
C -2.386 -4.011 3.184 -0.576
V -0.370 0.656 0.282 0.384
C -1.064 -1.978 3.184 0.121
```

For the LUMO energy (alpha / beta), the calculation gives 4.586 / 4.586 eV. As for the total charge: -2. Its expectation value of S² is 0.78. The value obtained for the HOMO energy (alpha / beta) is -0.22 / -0.28 eV. For the electronic energy, the calculation gives -7812.19030 Eh. For the HOMO-LUMO gap (alpha / beta), the calculation gives 4.801 / 4.867 eV. Its spin multiplicity is 2. Its molecular weight is 688.77 g/mol.

---

Density functional theory data (the ωB97M-V functional and the def2-TZVPD basis) for a molecular structure, C29H21IrN5O4S at a distorted geometry.

```
61
Properties=species:S:1:pos:R:3:mulliken_charge:R:1
H -10.972 11.650 1.923 0.478
H -13.472 15.274 3.251 0.306
O -8.171 14.372 2.316 -0.726
C -8.327 13.474 5.097 0.327
H -7.977 19.416 -6.780 0.325
N -11.645 16.233 2.671 0.145
C -6.683 13.161 0.967 -0.618
N -8.937 14.700 5.026 -0.180
N -9.738 11.508 4.174 -0.602
H -7.937 21.242 3.802 0.292
O -10.051 14.623 4.406 -0.371
C -7.533 11.325 -0.421 -0.628
C -10.071 20.755 3.565 -0.394
C -8.904 20.583 -5.266 0.696
H -12.670 18.041 3.066 0.305
C -9.809 15.987 0.638 -0.834
O -8.873 21.743 -4.794 -0.551
H -11.066 16.981 -4.779 0.324
C -12.810 15.375 2.385 -0.782
C -10.195 16.807 -2.810 -0.464
C -8.296 19.135 3.365 -0.592
C -9.772 16.651 -0.390 0.318
C -9.201 18.065 3.157 0.430
C -12.396 13.906 2.073 -0.742
S -10.495 19.888 -5.292 -0.153
H -10.283 21.833 3.518 0.370
H -10.293 15.683 -2.836 0.343
H -7.857 18.688 -5.138 0.277
C -8.698 20.413 3.626 -0.603
H -13.042 13.600 1.225 0.369
N -10.942 13.776 1.835 0.244
H -7.222 18.871 3.467 0.400
C -9.042 12.344 4.549 0.520
H -12.703 13.238 2.939 0.465
C -10.523 17.507 -3.932 -0.466
C -10.669 18.435 3.161 1.290
C -6.909 13.381 5.252 0.069
C -11.726 17.535 2.890 -0.491
Ir -9.919 15.352 2.408 2.086
C -9.647 19.462 -2.713 -0.229
H -6.848 20.124 -5.504 0.305
C -7.980 13.337 1.452 0.327
H -9.067 19.144 -0.605 0.559
N -5.765 13.188 5.521 -0.569
C -6.457 12.230 -0.082 -0.506
C -9.732 17.385 -1.630 0.208
O -8.833 16.811 3.367 -0.662
C -7.782 19.620 -5.723 -0.917
H -12.032 20.079 3.365 0.402
H -7.483 10.709 -1.308 0.398
H -5.467 12.107 -0.557 0.380
C -11.017 19.769 3.358 -1.107
H -9.489 20.555 -2.666 0.373
H -9.434 10.451 0.244 0.398
C -9.098 12.341 1.145 1.098
C -8.723 11.283 0.330 -0.731
C -10.414 12.544 1.705 -1.142
H -13.295 15.837 1.517 0.447
H -5.905 13.778 1.373 0.512
C -9.405 18.734 -1.551 -0.784
C -10.197 18.918 -3.867 0.059
```

For the LUMO energy (alpha / beta), the calculation gives -0.729 / -3.584 eV. Its expectation value of S² is 8.80. The value obtained for the HOMO energy (alpha / beta) is -6.06 / -8.03 eV. For the electronic energy, the calculation gives -2194.52419 Eh. For the HOMO-LUMO gap (alpha / beta), the calculation gives 5.328 / 4.443 eV. Its energy relative to the best compared isomer or geometry (same formula, charge and spin) is 0.0 kJ/mol. Its spin multiplicity is 6. Its molecular weight is 727.80 g/mol.

---

Which value of molecular weight does entry 2 give?
727.80 g/mol

---

Which value of molecular weight does entry 1 give?
688.77 g/mol